No. 1
A cluster of 15 separate species, C17H64N18O15 in total. Source: the OMol25 dataset; level of theory: ωB97M-V/def2-TZVPD.

Atoms and positions in Å:
C: 2.99 4.08 2.53
C: 1.90 3.20 1.94
O: 0.92 3.04 2.99
H: 2.59 5.09 2.51
H: 3.85 4.00 1.92
H: 3.22 3.73 3.53
H: 2.35 2.19 1.79
H: 1.44 3.59 0.99
H: 0.02 2.69 2.63
C: -2.23 -0.20 4.83
C: -0.78 -0.05 4.47
O: -0.50 -0.24 3.15
H: -2.54 -1.21 5.03
H: -2.73 0.21 3.98
H: -2.58 0.33 5.69
H: -0.21 -0.73 4.98
H: -0.41 0.93 4.76
H: 0.37 -0.23 2.91
C: -1.54 -3.59 2.11
O: -0.26 -3.67 1.59
N: -2.05 -2.48 2.65
N: -2.43 -4.52 2.00
H: -1.32 -1.79 2.96
H: -3.01 -2.33 3.01
H: -2.02 -5.26 1.43
H: -3.09 -4.89 2.71
C: 3.49 1.72 -0.82
O: 4.53 2.32 -0.22
N: 3.09 0.54 -0.53
N: 2.81 2.24 -1.80
H: 3.55 0.08 0.33
H: 2.26 0.09 -0.98
H: 3.14 3.14 -2.18
H: 1.77 2.21 -1.96
C: -0.37 2.68 -1.95
O: -0.82 2.69 -0.58
N: -0.42 3.79 -2.69
N: 0.34 1.71 -2.48
H: -0.58 4.57 -2.14
H: 0.22 3.89 -3.54
H: 0.30 0.81 -2.08
H: 0.72 1.71 -3.54
C: 4.42 -0.65 -3.59
O: 5.50 -1.02 -4.35
N: 4.03 -1.12 -2.47
N: 3.71 0.43 -3.90
H: 4.46 -1.98 -2.34
H: 3.54 -0.59 -1.68
H: 4.08 1.05 -4.61
H: 3.33 1.02 -3.15
C: 1.09 -1.70 -4.67
O: 0.00 -2.39 -5.19
N: 1.80 -0.74 -5.17
N: 1.43 -1.91 -3.45
H: 1.72 -0.69 -6.20
H: 2.71 -0.37 -4.68
H: 0.72 -2.53 -2.97
H: 2.27 -1.52 -2.96
C: -4.19 -2.02 -0.07
O: -4.94 -1.76 -1.22
N: -3.67 -1.16 0.72
N: -4.18 -3.17 0.41
H: -3.74 -0.12 0.35
H: -2.93 -1.49 1.43
H: -4.32 -3.94 -0.32
H: -3.44 -3.55 1.07
C: -4.95 1.79 0.15
O: -5.44 2.02 1.49
N: -5.69 1.89 -0.95
N: -3.68 1.44 -0.02
H: -6.71 1.86 -0.74
H: -5.38 1.61 -1.92
H: -3.03 1.49 0.75
H: -3.34 1.50 -0.95
C: 3.40 -0.18 2.51
O: 2.16 -0.74 2.60
N: 4.28 -0.46 1.57
N: 3.81 0.72 3.34
H: 4.21 -1.41 1.18
H: 5.27 -0.06 1.59
H: 2.99 1.17 3.85
H: 4.54 1.40 3.00
C: -2.37 2.98 2.34
O: -3.06 2.82 3.57
N: -2.51 3.98 1.55
N: -1.55 2.08 1.98
H: -3.09 4.82 1.72
H: -2.19 3.79 0.64
H: -1.53 1.27 2.60
H: -0.97 2.19 1.08
C: 0.21 -0.34 0.30
O: 0.66 -0.56 -0.97
H: -0.85 -0.32 0.20
H: 0.56 0.65 0.70
H: 0.41 -1.14 0.94
H: 0.15 -1.35 -1.20
C: 2.67 -3.24 0.07
O: 3.56 -3.11 1.18
H: 2.46 -4.29 -0.15
H: 3.21 -2.79 -0.73
H: 1.78 -2.78 0.30
H: 3.17 -3.28 2.04
C: -2.90 -0.06 -3.27
O: -2.19 0.33 -2.18
H: -2.40 -0.91 -3.71
H: -3.04 0.70 -4.02
H: -3.89 -0.35 -2.92
H: -1.35 0.64 -2.55
C: -1.43 -3.28 -1.80
O: -0.01 -3.20 -1.62
H: -1.68 -4.10 -2.42
H: -1.86 -2.48 -2.35
H: -1.97 -3.34 -0.84
H: 0.19 -3.59 -0.81

## Properties
Calculated total energy, eV: -76195.0710
Maximum force, hartree/bohr: 0.230

***

No. 2
A cluster of 18 separate species, C17H68BF4N34O17 in total. Source: the OMol25 dataset; level of theory: ωB97M-V/def2-TZVPD.

Atoms and positions in Å:
B: 0.21 -0.44 -2.25
F: -0.11 -1.79 -1.95
F: 0.09 -0.24 -3.65
F: -0.68 0.35 -1.52
F: 1.54 -0.09 -1.89
C: 1.03 -3.78 3.29
O: 0.38 -3.77 4.31
N: 2.20 -3.14 3.18
N: 0.64 -4.55 2.21
H: 2.54 -2.76 4.07
H: 2.76 -3.02 2.35
H: -0.29 -4.93 2.28
H: 1.06 -4.41 1.28
C: -2.67 1.52 4.47
O: -1.82 0.83 4.98
N: -3.37 1.00 3.48
N: -2.93 2.82 4.82
H: -3.17 0.04 3.26
H: -4.18 1.30 2.96
H: -3.35 3.49 4.17
H: -2.43 3.20 5.60
C: 3.66 -0.60 1.32
O: 3.79 -1.50 0.47
N: 4.37 -0.65 2.45
N: 2.96 0.48 1.11
H: 4.69 -1.63 2.62
H: 4.14 -0.04 3.22
H: 2.55 0.55 0.17
H: 2.89 1.31 1.66
C: -3.93 4.06 1.30
O: -4.37 3.86 2.46
N: -4.00 5.15 0.50
N: -3.19 3.01 0.66
H: -3.68 5.02 -0.49
H: -3.68 5.98 0.88
H: -3.21 2.13 1.12
H: -2.37 3.18 0.07
C: 1.56 3.88 -1.20
O: 2.29 4.86 -0.99
N: 1.19 3.55 -2.43
N: 1.13 3.02 -0.22
H: 1.37 4.16 -3.18
H: 0.57 2.81 -2.65
H: 0.79 2.13 -0.38
H: 1.44 3.08 0.68
C: -3.50 3.00 -3.66
O: -2.92 3.83 -2.91
N: -4.93 3.02 -3.75
N: -2.90 2.02 -4.34
H: -5.44 2.13 -3.95
H: -5.30 3.76 -3.15
H: -2.01 1.80 -3.89
H: -3.45 1.26 -4.73
C: -4.18 -1.76 -4.69
O: -4.64 -0.65 -4.75
N: -2.94 -2.08 -5.10
N: -4.96 -2.90 -4.46
H: -2.41 -1.21 -5.00
H: -2.59 -2.99 -4.80
H: -4.55 -3.66 -3.87
H: -5.69 -2.42 -3.93
C: 2.45 8.19 -0.04
O: 2.28 9.37 -0.11
N: 3.63 7.56 -0.50
N: 1.48 7.35 0.46
H: 4.12 8.14 -1.22
H: 3.64 6.53 -0.53
H: 1.38 6.32 0.26
H: 0.54 7.83 0.55
C: 0.84 -3.05 -5.69
O: 0.71 -4.19 -6.10
N: 0.30 -1.91 -6.32
N: 1.49 -2.80 -4.51
H: -0.11 -2.21 -7.15
H: 0.79 -1.06 -6.09
H: 1.36 -1.89 -4.12
H: 2.08 -3.48 -4.14
C: 2.16 6.37 -4.96
O: 1.51 5.37 -4.86
N: 2.62 6.86 -6.24
N: 2.50 7.18 -3.92
H: 2.49 6.15 -6.95
H: 3.49 7.34 -6.19
H: 3.19 7.97 -3.97
H: 2.52 6.84 -2.97
C: 4.94 0.95 -2.10
O: 6.12 1.18 -2.10
N: 4.12 2.03 -2.43
N: 4.49 -0.30 -1.93
H: 3.21 1.73 -2.76
H: 4.59 2.67 -2.98
H: 3.56 -0.63 -1.85
H: 5.15 -0.91 -1.41
C: 2.87 -4.25 -1.43
O: 2.56 -4.89 -2.44
N: 4.07 -4.46 -0.84
N: 2.10 -3.24 -0.94
H: 4.45 -3.73 -0.31
H: 4.88 -4.87 -1.27
H: 1.30 -3.08 -1.50
H: 2.49 -2.49 -0.32
C: -2.52 -5.60 5.40
O: -3.21 -6.48 5.87
N: -2.66 -4.99 4.24
N: -1.40 -5.12 6.09
H: -2.11 -4.10 4.26
H: -3.63 -4.80 4.11
H: -0.67 -4.87 5.38
H: -1.07 -5.88 6.68
C: 1.76 1.21 4.16
O: 2.87 1.53 3.70
N: 1.71 0.38 5.20
N: 0.62 1.62 3.51
H: 2.46 -0.13 5.58
H: 0.81 0.00 5.42
H: 0.82 2.62 3.13
H: -0.24 1.43 4.00
C: -1.93 -2.16 1.27
O: -2.71 -1.96 2.16
N: -1.80 -3.34 0.56
N: -1.01 -1.22 0.87
H: -2.64 -3.85 0.58
H: -1.41 -3.24 -0.34
H: -1.33 -0.24 0.91
H: -0.44 -1.39 0.08
C: -2.17 -1.56 8.12
O: -2.72 -0.83 8.91
N: -1.61 -1.27 6.90
N: -2.06 -2.94 8.35
H: -1.92 -0.54 6.31
H: -1.17 -2.06 6.44
H: -2.58 -3.45 9.12
H: -2.14 -3.51 7.52
C: -1.46 -5.57 -2.77
O: -2.46 -5.14 -3.34
N: -1.42 -5.90 -1.41
N: -0.37 -5.95 -3.47
H: -0.68 -6.40 -0.95
H: -2.08 -5.75 -0.74
H: 0.55 -6.07 -3.05
H: -0.31 -5.53 -4.42

## Properties
Calculated total energy, eV: -115777.8695
Maximum force, hartree/bohr: 0.079
Total charge: -1

***

No. 3
A cluster of 25 separate species, C17H76Cl2FIN2O25P in total. Source: the OMol25 dataset; level of theory: ωB97M-V/def2-TZVPD.

Atoms and positions in Å:
C: 1.72 -2.83 3.50
C: 0.53 -2.24 3.27
C: 0.33 -0.74 3.25
C: -0.04 -0.27 1.79
C: 1.25 -0.41 0.97
C: 1.06 -0.85 -0.50
C: 1.90 -0.10 -1.54
C: 3.39 0.02 -1.18
C: 3.78 1.48 -0.85
N: -1.12 -1.19 1.33
C: -2.22 -0.60 0.51
C: -3.08 -1.77 0.06
C: -4.00 -1.69 -0.91
C: -2.99 0.39 1.43
Cl: -4.10 -0.55 2.47
P: -4.11 1.39 0.32
N: -4.76 2.62 1.07
C: -2.06 1.38 2.23
C: -2.33 1.48 3.73
C: -1.77 2.73 4.36
O: -1.12 2.73 5.36
Cl: -2.14 4.27 3.56
C: -0.55 1.19 1.89
F: 0.23 1.82 2.82
I: -0.25 2.33 0.06
H: 2.09 -3.67 2.92
H: 2.35 -2.49 4.32
H: -0.36 -2.87 3.12
H: 1.29 -0.32 3.56
H: -0.44 -0.49 3.97
H: 1.88 -1.15 1.45
H: 1.82 0.52 1.02
H: 0.03 -0.85 -0.85
H: 1.41 -1.88 -0.58
H: 1.83 -0.74 -2.42
H: 1.45 0.85 -1.83
H: 3.63 -0.59 -0.31
H: 3.99 -0.36 -2.01
H: 3.79 1.59 0.24
H: 4.77 1.73 -1.21
H: 3.06 2.20 -1.24
H: -0.72 -2.02 0.89
H: -1.60 -1.53 2.17
H: -1.86 -0.11 -0.40
H: -2.90 -2.73 0.53
H: -4.82 -2.40 -0.91
H: -4.00 -0.93 -1.68
H: -5.11 0.57 -0.19
H: -3.29 1.89 -0.72
H: -4.47 2.64 2.05
H: -2.32 2.36 1.84
H: -3.41 1.52 3.91
H: -1.95 0.66 4.32
O: 0.81 4.19 -3.26
H: 1.63 4.69 -3.16
H: 0.43 4.12 -2.39
O: -6.62 -0.30 -1.39
H: -6.61 -0.93 -2.11
H: -7.55 -0.05 -1.30
O: 1.35 0.60 5.67
H: 0.80 1.22 5.18
H: 1.90 1.17 6.22
O: 1.19 -5.37 5.21
H: 0.63 -6.15 5.32
H: 1.59 -5.25 6.08
O: -0.47 -1.07 -3.14
H: -0.61 -1.86 -3.66
H: -0.13 -0.43 -3.77
O: 3.41 -2.02 -3.80
H: 4.05 -2.74 -3.84
H: 3.67 -1.43 -4.52
O: 3.71 2.57 5.65
H: 3.18 3.20 5.15
H: 4.24 3.13 6.23
O: -7.84 2.47 -0.02
H: -7.64 2.71 -0.94
H: -6.98 2.51 0.42
O: -0.12 4.19 -6.19
H: -0.69 3.42 -6.16
H: 0.26 4.25 -5.30
O: 0.51 -3.68 -4.57
H: 0.73 -3.47 -5.49
H: 1.35 -3.62 -4.10
O: 1.82 0.92 -4.74
H: 1.24 1.49 -5.26
H: 2.43 1.54 -4.31
O: 2.34 6.55 -4.20
H: 1.76 7.12 -4.71
H: 2.97 7.13 -3.77
O: 1.10 5.75 2.89
H: 0.19 5.57 3.16
H: 1.60 4.99 3.19
O: -2.20 -1.78 -5.35
H: -2.23 -2.72 -5.14
H: -3.11 -1.55 -5.52
O: 1.23 -8.09 4.59
H: 1.83 -8.84 4.62
H: 1.51 -7.56 3.84
O: 3.78 -0.47 -6.37
H: 3.63 -1.13 -7.06
H: 2.92 -0.04 -6.24
O: -0.60 6.95 -4.88
H: -0.70 6.22 -5.50
H: -1.47 7.36 -4.84
O: -5.68 5.87 1.79
H: -5.49 4.93 1.93
H: -6.63 5.92 1.64
O: 3.64 -5.78 6.66
H: 4.26 -6.52 6.69
H: 3.92 -5.26 5.90
O: -0.65 -6.12 -3.41
H: -0.79 -6.93 -3.90
H: -0.31 -5.48 -4.05
O: -5.52 -3.69 1.49
H: -4.82 -3.16 1.90
H: -5.75 -4.34 2.16
O: 1.99 1.61 -7.84
H: 1.43 2.27 -8.26
H: 2.66 2.13 -7.39
O: 5.46 -8.58 6.34
H: 5.69 -8.47 5.41
H: 6.32 -8.60 6.79
O: 5.49 4.07 -0.80
H: 6.24 3.89 -0.22
H: 4.87 4.55 -0.25

## Properties
Calculated total energy, eV: -118172.7592
Maximum force, hartree/bohr: 0.048
Total charge: +1

***

No. 4
The ion C17H7Cl2N4O4 with charge -1. Source: the OMol25 dataset; level of theory: ωB97M-V/def2-TZVPD.

Atoms and positions in Å:
C: -1.16 -1.55 -1.08
C: -0.29 -1.02 0.09
C: 0.00 -2.12 1.05
N: 0.31 -3.00 1.75
C: 1.06 -0.41 -0.41
C: 1.21 0.18 -1.69
C: 2.38 0.83 -2.04
C: 3.45 0.88 -1.12
N: 4.62 1.65 -1.39
O: 5.49 1.71 -0.49
O: 4.74 2.26 -2.47
C: 3.34 0.24 0.12
C: 2.15 -0.39 0.46
C: -1.05 0.01 0.94
C: -0.17 0.35 2.10
N: 0.46 0.72 3.02
C: -1.39 1.32 0.17
O: -0.52 2.16 -0.02
C: -2.76 1.49 -0.33
Cl: -2.98 2.82 -1.37
C: -3.80 0.72 0.08
Cl: -5.42 1.12 -0.28
C: -3.61 -0.46 0.97
O: -4.52 -1.23 1.29
C: -2.27 -0.63 1.50
C: -2.17 -1.40 2.68
N: -2.22 -2.00 3.69
H: -1.28 -0.81 -1.87
H: -0.66 -2.44 -1.50
H: -2.14 -1.85 -0.70
H: 0.40 0.14 -2.41
H: 2.50 1.32 -3.00
H: 4.18 0.28 0.82
H: 2.09 -0.88 1.43

## Properties
Calculated total energy, eV: -56935.2661
Maximum force, hartree/bohr: 0.068
Structure (SMILES): C[C@@](C#N)(c1ccc([N+](=O)[O-])cc1)[C@@]1(C#N)C(=O)C(Cl)=C(Cl)C([O-])=C1C#N
Total charge: -1

***

Question: What is the formula in the third record?
Answer: C17H76Cl2FIN2O25P

***

Question: The highest maximum force belongs to which entry?
Answer: C17H64N18O15

***

Question: The lowest maximum force belongs to which entry?
Answer: C17H76Cl2FIN2O25P